Record 1
{
  "formula": "C8H28B3Cs3O4S2",
  "method": "ωB97M-V/def2-TZVPD",
  "symbols": ["Cs", "Cs", "Cs", "B", "H", "H", "H", "H", "B", "H", "H", "H", "H", "B", "H", "H", "H", "H", "C", "C", "C", "S", "O", "O", "C", "H", "H", "H", "H", "H", "H", "H", "H", "C", "C", "C", "S", "O", "O", "C", "H", "H", "H", "H", "H", "H", "H", "H"],
  "xyz": [[22.4947, -5.3100, 1.2901], [20.9883, -2.2246, -0.2615], [23.2798, -2.3493, 2.3746], [20.3042, -4.5956, 0.5829], [19.5411, -3.9148, 0.2387], [19.8741, -5.5844, 0.6211], [21.1599, -4.5593, -0.0734], [20.4843, -4.2918, 1.6025], [21.0023, -1.4872, 2.1567], [21.3959, -2.3765, 1.6892], [21.7211, -1.1861, 2.9030], [20.8307, -0.7455, 1.3921], [20.0379, -1.6878, 2.5970], [23.2083, -3.0392, 0.1115], [23.2140, -3.4510, -0.8858], [22.3696, -3.4937, 0.6157], [24.1192, -3.1519, 0.6787], [22.9898, -1.9834, 0.0692], [25.8275, -2.6607, -1.5932], [26.9201, -3.5421, -0.7243], [26.6443, -3.2887, 0.7492], [26.1901, -1.4813, 0.9156], [27.3859, -0.6781, 0.7996], [25.3989, -1.4217, 2.1236], [25.2767, -1.5156, -0.6776], [24.9394, -3.2027, -1.9183], [26.2620, -2.2262, -2.4936], [27.9561, -3.2120, -0.8006], [26.9382, -4.5330, -1.1779], [27.3708, -3.5729, 1.5104], [25.6575, -3.7444, 0.8308], [25.3518, -0.4675, -0.9674], [24.2778, -1.6340, -0.2577], [22.2548, -4.5758, -3.5360], [22.1883, -3.2614, -4.3024], [20.8430, -2.6068, -4.1577], [19.7318, -3.5754, -2.8978], [18.7695, -4.4787, -3.5903], [19.3029, -2.7331, -1.7511], [21.2417, -4.5214, -2.2737], [23.3149, -4.6538, -3.2949], [22.0765, -5.4714, -4.1312], [22.5073, -3.4389, -5.3294], [22.8319, -2.5111, -3.8431], [20.3050, -2.4628, -5.0947], [21.0073, -1.6824, -3.6040], [20.8325, -5.3449, -1.6884], [21.8003, -3.7787, -1.7040]],
  "orbital_gap_ev": 7.516,
  "largest_force_ev_per_a": 10.759,
  "mol_weight_g_mol": 683.593
}


Record 2
{
  "formula": "C28H33AsCrF6N3O5P",
  "method": "ωB97M-V/def2-TZVPD",
  "symbols": ["Cr", "C", "C", "N", "C", "C", "C", "C", "C", "C", "C", "N", "C", "C", "C", "C", "C", "C", "C", "C", "N", "C", "H", "H", "H", "H", "H", "H", "H", "H", "H", "H", "H", "H", "C", "O", "P", "O", "C", "O", "C", "H", "H", "H", "H", "H", "H", "H", "H", "H", "C", "As", "C", "C", "O", "H", "H", "H", "H", "H", "H", "H", "H", "H", "C", "C", "O", "C", "F", "F", "F", "C", "F", "F", "F", "H", "H", "H"],
  "xyz": [[0.0471, -0.4190, -0.6525], [-1.2846, 3.6863, -1.0047], [-1.1455, 2.3016, -1.2152], [-0.2097, 1.5970, -0.6180], [0.6301, 2.2163, 0.2704], [0.5618, 3.5902, 0.5287], [-0.4312, 4.3262, -0.1546], [1.4595, 4.1553, 1.4674], [2.3225, 3.3379, 2.1316], [2.3728, 1.9428, 1.8866], [1.5632, 1.3678, 0.9399], [1.4500, 0.0148, 0.5806], [2.2361, -1.0435, 1.0574], [3.4641, -1.0174, 1.6643], [4.0305, -2.2049, 2.1971], [3.3785, -3.3990, 2.1457], [2.1374, -3.4765, 1.4638], [1.3656, -4.6519, 1.3486], [0.1808, -4.6147, 0.6715], [-0.2172, -3.4199, 0.0418], [0.4924, -2.3169, 0.1019], [1.6262, -2.3183, 0.8650], [-2.0669, 4.2232, -1.5265], [-1.7864, 1.7466, -1.8864], [-0.5097, 5.3957, 0.0142], [1.4336, 5.2224, 1.6641], [2.9901, 3.7560, 2.8760], [3.0412, 1.3412, 2.4821], [4.0326, -0.1010, 1.7245], [4.9996, -2.1462, 2.6777], [3.7930, -4.2874, 2.6114], [1.7181, -5.5705, 1.8101], [-0.4419, -5.4949, 0.5742], [-1.1215, -3.3836, -0.5519], [3.0407, 2.1861, -1.8967], [2.9878, 0.7512, -2.0213], [1.6550, -0.0827, -2.3482], [0.9781, 0.7168, -3.5389], [1.6772, 0.9491, -4.7807], [2.3295, -1.3117, -3.1046], [3.1203, -2.2741, -2.3815], [3.8766, 2.5329, -2.4984], [3.2078, 2.4656, -0.8598], [2.1259, 2.6549, -2.2600], [1.2881, 1.8757, -5.1908], [1.4785, 0.1238, -5.4607], [2.7500, 1.0361, -4.6174], [4.0462, -1.8179, -2.0351], [3.3430, -3.0793, -3.0723], [2.5644, -2.6719, -1.5297], [-1.0973, -1.8365, 3.2856], [-2.3005, -1.0666, 2.0105], [-3.6060, -2.4003, 1.5973], [-3.2418, 0.3700, 2.8428], [-1.4783, -0.4627, 0.7041], [-1.5923, -1.9267, 4.2519], [-0.2302, -1.1863, 3.3704], [-0.7886, -2.8190, 2.9349], [-4.0007, -2.7836, 2.5379], [-3.1487, -3.2049, 1.0271], [-4.4023, -1.9475, 1.0140], [-3.8280, 0.0103, 3.6868], [-3.8970, 0.8020, 2.0918], [-2.5258, 1.1172, 3.1721], [-2.4259, -0.1809, -4.1077], [-1.9388, -1.1809, -3.0655], [-1.2680, -0.5239, -2.0494], [-1.0926, -2.2459, -3.8242], [-0.3205, -1.6554, -4.7529], [-1.8795, -3.1324, -4.4585], [-0.2758, -2.9430, -3.0217], [-3.1777, -1.9095, -2.4447], [-4.1956, -2.0155, -3.3072], [-2.8782, -3.1641, -2.0063], [-3.6305, -1.2255, -1.3797], [-1.5751, 0.4209, -4.4185], [-3.1780, 0.4681, -3.6581], [-2.8634, -0.6790, -4.9732]],
  "orbital_gap_ev": [6.862, 7.208],
  "largest_force_ev_per_a": 1.211,
  "s2": 0.763,
  "mol_weight_g_mol": 763.468,
  "charge": 1,
  "multiplicity": 2
}


Record 3
{
  "formula": "C4H8O4",
  "method": "ωB97M-V/def2-TZVPD",
  "symbols": ["C", "C", "O", "O", "H", "H", "H", "H", "C", "C", "O", "O", "H", "H", "H", "H"],
  "xyz": [[3.3172, 0.0741, 0.3069], [1.8094, 0.0536, -0.0572], [1.0880, 1.0252, -0.1343], [1.3717, -1.1942, -0.3326], [3.6889, 1.0881, 0.7135], [3.4367, -0.5513, 1.1778], [3.8655, -0.2848, -0.5537], [0.2629, -1.0955, -0.4181], [-3.3990, -0.1994, 0.1229], [-1.7713, 0.0566, 0.0837], [-1.1053, -0.9661, 0.1147], [-1.2839, 1.2077, -0.1290], [-3.4097, -1.2709, -0.1294], [-3.8410, -0.0908, 1.2253], [-4.0252, 0.6443, -0.5344], [-0.2785, 1.0706, -0.3687]],
  "orbital_gap_ev": 11.345,
  "largest_force_ev_per_a": 3.767,
  "mol_weight_g_mol": 120.104
}


In the order shown, the computed relative energy (zero: lowest compared OMol25 entry of this formula, charge and spin) values come out to 396.0, 3.3, 34.7 kcal/mol.
In the order shown, the computed DFT total energy values come out to -42258.925, -159132.341, -12467.655 eV.